# C24H49F13N3O3S

A 4-piece molecular cluster, C24H49F13N3O3S overall (ωB97M-V with the def2-TZVPD basis set, the Open Molecules 2025 dataset).

Spin multiplicity: 1
Frontier orbital gap: 0.27835 Eh
Net charge: +1
DFT total energy: -82445.891 eV

Each line ends with the Löwdin charge.
Element x y z (Å)
C -4.114 -1.641 -5.050  -0.107
C -3.289 -2.934 -5.500  -0.388
C -2.861 -2.687 -7.039  -0.104
C -1.927 -3.175 -4.690  -0.156
C -1.885 -2.523 -3.229  -0.182
N -1.083 -1.249 -3.312  0.056
C -0.848 -0.752 -1.961  -0.291
N 0.106 -1.314 -1.202  0.243
N -1.640 0.364 -1.520  0.082
C -0.816 1.529 -1.067  -0.157
C -0.219 2.341 -2.336  -0.043
C 0.891 3.402 -1.843  -0.320
F 1.951 2.621 -1.324  0.064
F 0.321 4.184 -0.829  0.095
C 1.312 4.250 -3.144  -0.235
F 0.125 4.926 -3.541  0.088
F 1.584 3.322 -4.153  0.099
C 2.452 5.339 -2.888  -0.223
F 1.776 6.593 -2.904  0.096
F 2.965 5.265 -1.571  0.103
C 3.574 5.465 -4.009  -0.322
F 3.031 5.463 -5.312  0.100
F 4.107 6.774 -3.870  0.075
S 5.028 4.312 -3.884  0.981
F 5.892 5.324 -4.912  -0.160
F 5.656 5.060 -2.554  -0.135
F 4.211 3.169 -3.014  -0.162
F 4.521 3.505 -5.277  -0.182
F 6.347 3.306 -3.877  -0.150
H -5.011 -1.519 -5.757  0.095
H -4.523 -1.736 -3.992  0.072
H -3.482 -0.690 -5.192  0.079
H -3.915 -3.876 -5.410  0.135
H -2.204 -1.750 -7.042  0.082
H -3.768 -2.487 -7.706  0.089
H -2.231 -3.547 -7.437  0.087
H -1.746 -4.300 -4.542  0.125
H -1.072 -2.799 -5.352  0.117
H -2.900 -2.392 -2.740  0.121
H -1.289 -3.226 -2.543  0.129
H -1.602 -0.541 -3.851  0.111
H 0.962 -1.646 -1.665  0.156
H 0.032 -1.371 -0.173  0.133
H -2.221 0.707 -2.301  0.137
H -1.512 2.250 -0.535  0.139
H -0.014 1.187 -0.344  0.124
H 0.242 1.531 -3.009  0.134
H -1.063 2.824 -2.920  0.140
C -0.677 -2.848 4.776  -0.068
C 0.542 -2.410 3.984  -0.269
O 0.220 -1.812 2.733  -0.194
C -0.557 -0.622 2.782  -0.272
C 0.125 0.515 3.522  -0.066
H -1.328 -3.479 4.167  0.086
H -0.374 -3.406 5.665  0.085
H -1.269 -1.991 5.107  0.065
H 1.148 -3.290 3.756  0.120
H 1.178 -1.742 4.574  0.113
H -1.545 -0.830 3.203  0.111
H -0.719 -0.317 1.742  0.086
H 0.226 0.295 4.587  0.077
H -0.456 1.435 3.425  0.070
H 1.130 0.687 3.128  0.079
C -5.666 0.256 6.967  -0.078
C -4.262 -0.016 6.457  -0.281
O -4.144 0.081 5.043  -0.177
C -4.437 1.349 4.472  -0.281
C -3.518 2.457 4.955  -0.076
H -6.394 -0.368 6.443  0.084
H -5.729 0.050 8.037  0.081
H -5.955 1.298 6.810  0.068
H -3.986 -1.041 6.717  0.117
H -3.531 0.636 6.946  0.108
H -5.487 1.607 4.637  0.108
H -4.312 1.234 3.392  0.112
H -3.673 2.673 6.015  0.072
H -3.704 3.378 4.397  0.079
H -2.471 2.171 4.830  0.065
C 3.154 -1.993 0.935  -0.093
C 4.058 -1.792 2.138  -0.272
O 4.313 -2.987 2.858  -0.160
C 4.978 -4.022 2.146  -0.275
C 6.362 -3.630 1.658  -0.078
H 2.235 -2.512 1.222  0.064
H 2.891 -1.029 0.490  0.067
H 3.642 -2.595 0.164  0.068
H 3.564 -1.112 2.838  0.114
H 4.998 -1.311 1.850  0.112
H 4.354 -4.377 1.318  0.105
H 5.075 -4.859 2.841  0.121
H 6.311 -2.856 0.889  0.065
H 6.874 -4.493 1.229  0.080
H 6.963 -3.234 2.481  0.086

=====

# C29H44AsN2O6SSbSe4Tc

C29H44AsN2O6SSbSe4Tc as an isolated structure (ωB97M-V with the def2-TZVPD basis set, the Open Molecules 2025 dataset).

Spin multiplicity: 1
Frontier orbital gap: 0.19108 Eh
Net charge: +1
DFT total energy: -387843.080 eV

Each line ends with the Löwdin charge.
Element x y z (Å)
Tc -0.111 0.527 0.597  1.229
C -1.598 -1.218 0.336  -0.036
C -2.113 -0.277 1.283  -0.199
C -1.163 -0.271 2.375  -0.203
C -0.119 -1.219 2.007  -0.067
C -0.393 -1.822 0.769  -0.206
C 0.410 -2.900 0.081  -0.546
C -0.166 -4.240 0.567  -0.022
C 1.885 -2.797 0.475  -0.035
C 0.271 -2.791 -1.438  -0.027
C -1.247 0.244 3.824  -0.508
C -1.211 1.767 3.972  -0.052
C -2.528 -0.340 4.445  -0.027
C -0.087 -0.325 4.656  -0.055
C -3.527 0.284 1.043  -0.521
C -4.487 -0.868 1.407  -0.017
C -3.914 1.535 1.827  -0.041
C -3.739 0.624 -0.440  -0.040
H -2.056 -1.407 -0.619  0.129
H 0.749 -1.428 2.609  0.118
H -0.051 -4.353 1.646  0.092
H 0.359 -5.064 0.081  0.096
H -1.226 -4.326 0.323  0.093
H 2.033 -2.980 1.541  0.087
H 2.290 -1.816 0.224  0.070
H 2.453 -3.558 -0.061  0.096
H -0.758 -2.946 -1.767  0.094
H 0.881 -3.563 -1.907  0.097
H 0.606 -1.815 -1.794  0.069
H -1.891 2.280 3.304  0.048
H -0.207 2.147 3.782  0.027
H -1.477 2.036 4.995  0.103
H -3.436 0.092 4.035  0.058
H -2.526 -0.147 5.518  0.098
H -2.573 -1.422 4.301  0.101
H 0.890 -0.063 4.253  0.060
H -0.145 -1.411 4.743  0.098
H -0.156 0.085 5.664  0.098
H -4.407 -1.158 2.452  0.078
H -4.287 -1.748 0.793  0.093
H -5.515 -0.559 1.219  0.099
H -3.879 1.416 2.904  0.062
H -4.941 1.789 1.565  0.100
H -3.294 2.392 1.547  0.058
H -3.676 -0.243 -1.097  0.091
H -3.028 1.371 -0.788  0.056
H -4.742 1.034 -0.554  0.102
O 4.100 1.489 -1.017  -0.198
As 2.400 1.690 -1.315  1.006
O 2.143 3.201 -0.641  -0.706
O 1.621 0.464 -0.438  -0.549
C 2.154 1.059 -3.108  -0.241
C 3.265 0.835 -3.897  -0.069
C 3.127 0.126 -5.092  -0.045
C 1.891 -0.351 -5.473  -0.034
C 0.762 -0.091 -4.692  -0.026
C 0.893 0.610 -3.514  -0.263
S -0.577 1.203 -2.692  0.488
O -0.200 2.544 -2.312  -0.462
O -1.663 0.992 -3.594  -0.241
O -0.777 0.349 -1.455  -0.497
H 4.412 0.619 -1.302  0.066
H 4.237 1.205 -3.599  0.112
H 3.994 -0.041 -5.716  0.117
H 1.785 -0.899 -6.399  0.119
H -0.224 -0.393 -5.017  0.123
N 1.303 1.143 1.975  0.049
C 2.062 1.777 2.579  -0.274
N 2.972 2.418 3.232  -0.061
C 2.910 2.577 4.694  -0.120
C 4.251 2.181 5.286  -0.170
C 5.382 2.973 4.630  -0.188
C 5.378 2.800 3.113  -0.163
C 4.031 3.163 2.515  -0.137
H 2.083 1.977 5.075  0.117
H 2.692 3.629 4.904  0.137
H 4.410 1.111 5.125  0.121
H 4.230 2.347 6.364  0.120
H 6.341 2.651 5.035  0.116
H 5.277 4.033 4.880  0.121
H 5.622 1.765 2.855  0.121
H 6.140 3.432 2.653  0.123
H 3.947 2.935 1.454  0.103
H 3.821 4.231 2.630  0.087
Se 0.315 4.265 1.761  0.231
Sb 1.490 5.272 -0.437  0.190
Se -0.661 2.713 0.343  0.528
Se 3.478 6.236 0.315  0.052
Se -0.069 5.925 -2.019  0.098

=====

# H14O7Pd

H14O7Pd as an isolated structure (ωB97M-V with the def2-TZVPD basis set, the Open Molecules 2025 dataset).

Spin multiplicity: 3
Frontier orbital gap (alpha / beta): 0.44752 / 0.35976 Eh
Energy above the lowest of the compared OMol25 structures with the same formula, charge and spin: 0.0 kcal per mole
Net charge: +2
DFT total energy: -18023.208 eV

Each line ends with the Löwdin spin population.
Element x y z (Å)
Pd 0.082 0.044 -0.065  1.694
O -1.266 -0.049 2.290  -0.001
H -1.699 0.563 2.902  0.000
H -1.548 -0.920 2.600  0.000
O 1.546 -0.527 1.659  0.037
H 2.139 -1.248 1.909  0.003
H 1.363 -0.051 2.483  0.000
O -1.188 1.914 0.017  0.039
H -1.559 2.384 0.774  0.001
H -1.553 2.335 -0.772  0.002
O -1.591 -1.428 -0.213  0.045
H -2.346 -1.430 0.390  0.001
H -1.856 -1.942 -0.987  0.003
O -0.408 0.366 -2.354  0.050
H -1.172 0.125 -2.896  0.002
H 0.088 1.019 -2.868  0.001
O 1.212 -1.626 -1.030  0.055
H 1.670 -2.337 -0.561  0.002
H 1.574 -1.614 -1.928  0.003
O 1.837 1.328 -0.592  0.060
H 2.669 0.853 -0.447  0.001
H 2.007 2.240 -0.311  0.002

=====

# C2H6O2

A 2-piece molecular cluster, C2H6O2 overall (ωB97M-V with the def2-TZVPD basis set, the Open Molecules 2025 dataset).

Spin multiplicity: 1
Frontier orbital gap: 0.43265 Eh
Energy above the lowest of the compared OMol25 structures with the same formula, charge and spin: 3.3 kcal per mole
SMILES: O=CO.C
DFT total energy: -6266.110 eV

Each line ends with the Löwdin charge.
Element x y z (Å)
O -0.422 -2.179 -0.281  0.088
C -0.967 -1.486 0.508  -0.412
O -0.414 -0.514 1.260  0.065
H -2.050 -1.434 0.701  0.139
H 0.484 -0.364 0.915  0.118
C 1.388 3.281 -1.238  -0.053
H 2.010 3.881 -1.903  0.015
H 1.873 2.307 -1.313  0.011
H 0.360 3.322 -1.587  0.013
H 1.347 3.570 -0.189  0.014

=====

# C14H34F14N10O30S14

A 10-piece molecular cluster, C14H34F14N10O30S14 overall (ωB97M-V with the def2-TZVPD basis set, the Open Molecules 2025 dataset).

Spin multiplicity: 1
Frontier orbital gap: 0.20241 Eh
Net charge: -4
DFT total energy: -281124.951 eV

Each line ends with the Löwdin charge.
Element x y z (Å)
C -2.634 0.853 2.304  0.052
C -4.019 0.799 2.919  -0.430
O -4.351 0.028 3.754  0.179
N -4.988 1.780 2.370  0.081
H -4.859 2.034 1.359  0.062
H -5.944 1.446 2.492  0.183
C -4.728 3.096 3.112  0.019
H -2.719 0.625 1.234  0.078
H -2.082 -0.019 2.651  0.105
H -2.223 1.849 2.450  0.077
H -5.571 3.707 2.790  0.095
H -3.863 3.609 2.704  0.093
H -4.753 2.934 4.183  0.098
C -0.205 0.821 -2.334  0.018
C -0.525 -0.298 -1.412  -0.412
O -1.131 -0.187 -0.394  0.127
N -0.122 -1.680 -1.804  0.081
H -0.392 -1.895 -2.806  0.103
H 0.919 -1.744 -1.946  0.109
C -0.620 -2.753 -0.829  0.058
H 0.880 0.919 -2.367  0.068
H -0.662 1.725 -1.937  0.078
H -0.669 0.666 -3.309  0.083
H -0.090 -2.565 0.097  0.096
H -0.265 -3.656 -1.327  0.099
H -1.703 -2.797 -0.866  0.076
C -0.200 3.418 0.524  -0.074
C 0.478 3.928 1.800  -0.223
C 1.952 3.557 1.696  -0.119
N 2.857 4.256 2.691  -0.240
C 2.849 5.741 2.416  0.024
C 4.247 3.636 2.456  -0.086
C 4.304 2.440 3.395  -0.140
C 3.531 2.867 4.643  -0.129
C 2.617 3.959 4.152  -0.100
H -1.277 3.530 0.587  0.048
H 0.104 2.385 0.355  0.086
H 0.124 3.986 -0.352  0.084
H -0.002 3.346 2.597  0.100
H 0.271 4.958 2.098  0.094
H 2.289 3.784 0.683  0.145
H 2.016 2.469 1.775  0.129
H 3.574 6.068 3.154  0.097
H 1.831 6.088 2.581  0.086
H 2.996 5.931 1.356  0.118
H 5.072 4.347 2.529  0.128
H 4.321 3.255 1.437  0.139
H 5.339 2.216 3.644  0.125
H 3.845 1.585 2.900  0.088
H 4.228 3.256 5.386  0.110
H 2.992 2.044 5.109  0.123
H 2.889 4.891 4.654  0.115
H 1.555 3.836 4.358  0.133
N 1.537 2.066 -5.064  -0.239
S 2.171 3.222 -4.021  0.521
O 1.298 3.688 -2.976  -0.303
O 3.243 4.010 -4.539  -0.291
F 3.061 2.112 -3.249  -0.225
S 0.914 3.109 -6.025  0.428
O 1.708 3.698 -7.068  -0.318
O -0.056 4.008 -5.410  -0.325
F -0.041 2.095 -6.854  -0.214
N -4.620 2.609 -0.169  -0.322
S -4.117 3.835 -0.955  0.466
O -5.026 4.156 -2.025  -0.278
O -2.704 3.987 -1.116  -0.258
F -4.520 5.018 0.088  -0.231
S -4.606 1.478 -1.411  0.582
O -3.405 1.305 -2.164  -0.212
O -5.848 1.307 -2.091  -0.249
F -4.670 0.243 -0.343  -0.197
N 1.280 -8.628 -1.262  -0.296
S 1.581 -7.097 -1.375  0.450
O 2.892 -6.700 -1.869  -0.309
O 0.954 -6.263 -0.372  -0.290
F 0.698 -6.858 -2.699  -0.213
S 2.198 -8.978 0.076  0.507
O 1.722 -8.604 1.370  -0.288
O 3.609 -8.961 -0.234  -0.318
F 1.895 -10.546 0.059  -0.238
N 2.750 -1.332 -2.114  -0.280
S 3.524 -2.698 -2.053  0.468
O 2.774 -3.787 -1.446  -0.265
O 4.951 -2.685 -1.844  -0.294
F 3.446 -2.991 -3.623  -0.192
S 3.464 -0.631 -0.745  0.562
O 4.484 0.358 -0.989  -0.299
O 3.580 -1.430 0.452  -0.277
F 2.212 0.320 -0.366  -0.216
N -0.703 -2.329 -4.475  -0.286
S -0.669 -3.721 -5.115  0.428
O -0.105 -3.862 -6.441  -0.308
O -1.798 -4.600 -4.847  -0.287
F 0.527 -4.319 -4.266  -0.177
S -2.100 -1.776 -5.253  0.560
O -3.247 -1.889 -4.408  -0.265
O -2.216 -1.855 -6.682  -0.273
F -1.760 -0.203 -5.106  -0.215
N -5.357 -4.633 0.318  -0.281
S -3.739 -4.952 -0.110  0.543
O -2.639 -4.888 0.818  -0.265
O -3.435 -4.507 -1.449  -0.280
F -3.969 -6.511 -0.312  -0.199
S -5.055 -3.592 1.408  0.420
O -4.196 -2.488 1.045  -0.323
O -4.881 -4.065 2.770  -0.325
F -6.528 -2.912 1.486  -0.246
N 2.116 -1.531 4.615  -0.293
S 3.575 -1.904 3.849  0.551
O 4.416 -0.759 3.615  -0.310
O 3.607 -3.032 2.959  -0.242
F 4.272 -2.574 5.133  -0.228
S 1.318 -0.894 3.441  0.427
O 0.590 -1.786 2.594  -0.246
O 1.994 0.227 2.844  -0.334
F 0.164 -0.155 4.283  -0.225

=====

# C2H8NS

A 2-piece molecular cluster, C2H8NS overall (ωB97M-V with the def2-TZVPD basis set, the Open Molecules 2025 dataset).

Spin multiplicity: 1
Frontier orbital gap: 0.23741 Eh
Energy above the lowest of the compared OMol25 structures with the same formula, charge and spin: 26.5 kcal per mole
Net charge: -1
DFT total energy: -14528.946 eV

Each line ends with the Löwdin charge.
Element x y z (Å)
S -2.942 -1.193 -0.849  -0.321
H -2.436 -2.444 -0.581  -0.452
C 1.023 1.425 -0.293  -0.182
N -0.149 0.590 0.145  -0.211
C 0.294 -0.668 0.732  -0.231
H 1.303 1.925 0.584  0.025
H 1.830 0.838 -0.845  0.081
H 0.676 2.356 -0.792  0.065
H -0.699 0.386 -0.772  0.044
H 0.666 -1.351 -0.098  0.078
H -0.545 -1.232 1.143  0.029
H 0.980 -0.631 1.626  0.074

=====

Max |F| (computed, eV Å⁻¹): 5.144; 1.021; 1.249; 1.661; 7.350; 2.617